No. 1
Formula: C21H37IN2O9P
Source: the Open Molecules 2025 dataset
Level of theory: the ωB97M-V functional and the def2-TZVPD basis

Output
* multiplicity: 2
* E_tot: -2248.14647 Ha
* gap between HOMO and LUMO (spin up / spin down): 7.94 / 9.42 eV
* ⟨S²⟩: 0.75
* max |F|: 0.7 eV/A
* net charge: 0
* LUMO level (spin up / spin down): 0.271 / 0.266 eV

Each line ends with the Mulliken charge.
Element x y z (Å)
C (0.51, 4.75, 1.09)  -1.624
C (-0.09, 3.96, -0.08)  1.456
C (0.99, 3.02, -0.64)  -1.499
C (-1.32, 3.20, 0.47)  -1.873
C (-2.50, 2.90, -0.48)  -0.120
I (-4.34, 3.12, 0.68)  0.152
P (-2.51, 1.16, -1.09)  1.121
N (-3.36, 0.96, -2.35)  -0.827
O (-3.02, 0.24, 0.14)  -0.495
O (-0.94, 0.79, -1.18)  -0.320
C (-2.57, 3.85, -1.69)  -1.845
C (-1.88, 5.20, -1.49)  1.671
C (-2.52, 6.08, -0.41)  -1.765
C (-1.90, 5.93, -2.83)  -1.805
N (-0.47, 4.90, -1.17)  0.839
O (0.39, 5.80, -1.44)  -0.725
H (1.38, 5.31, 0.76)  0.433
H (0.82, 4.04, 1.86)  0.383
H (-0.22, 5.44, 1.52)  0.329
H (0.83, 2.83, -1.70)  0.344
H (0.97, 2.07, -0.11)  0.125
H (1.98, 3.48, -0.53)  0.452
H (-0.94, 2.27, 0.89)  0.630
H (-1.70, 3.77, 1.32)  0.734
H (-2.91, 0.56, -3.15)  0.274
H (-2.58, 0.40, 0.98)  0.357
H (-0.72, -0.06, -0.78)  0.147
H (-3.60, 3.98, -2.01)  0.631
H (-2.06, 3.36, -2.53)  0.422
H (-2.34, 5.70, 0.60)  0.371
H (-3.60, 6.12, -0.56)  0.363
H (-2.11, 7.09, -0.48)  0.397
H (-1.63, 6.97, -2.73)  0.376
H (-1.20, 5.47, -3.53)  0.433
H (-2.91, 5.87, -3.26)  0.428
O (-0.41, -3.29, -0.24)  -0.610
C (-1.57, -3.47, -0.51)  0.603
O (-2.10, -3.09, -1.68)  -0.363
C (-3.53, -3.28, -1.68)  -0.297
C (-3.78, -4.37, -0.64)  -0.510
C (-2.65, -4.10, 0.35)  -0.421
H (-3.99, -2.33, -1.40)  0.151
H (-3.84, -3.54, -2.69)  0.336
H (-4.77, -4.31, -0.21)  0.324
H (-3.66, -5.36, -1.09)  0.260
H (-2.94, -3.36, 1.10)  0.206
H (-2.26, -4.98, 0.87)  0.346
O (3.17, 1.47, 2.60)  -0.608
C (2.87, 0.44, 2.06)  0.325
O (1.69, 0.31, 1.40)  -0.273
C (1.53, -1.05, 0.92)  0.114
C (2.94, -1.62, 0.86)  -0.389
C (3.63, -0.86, 1.99)  -0.309
H (0.90, -1.59, 1.63)  0.185
H (1.04, -1.01, -0.05)  0.067
H (2.96, -2.70, 0.97)  -0.025
H (3.40, -1.35, -0.09)  0.304
H (3.52, -1.37, 2.95)  0.215
H (4.69, -0.68, 1.84)  0.414
O (4.90, -3.98, 2.54)  -0.562
C (4.52, -4.99, 2.02)  0.533
O (3.32, -5.07, 1.40)  -0.334
C (3.08, -6.41, 0.93)  -0.430
C (4.46, -7.04, 0.81)  -0.500
C (5.22, -6.33, 1.92)  -0.489
H (2.45, -6.92, 1.66)  0.249
H (2.53, -6.33, -0.01)  0.331
H (4.43, -8.13, 0.91)  0.332
H (4.90, -6.80, -0.16)  0.272
H (5.12, -6.83, 2.89)  0.258
H (6.28, -6.19, 1.73)  0.324

***

No. 2
Formula: C21H37N3O3
Source: the Open Molecules 2025 dataset
Level of theory: the ωB97M-V functional and the def2-TZVPD basis

Output
* multiplicity: 1
* E_tot: -1212.42116 Ha
* energy above the lowest of the compared OMol25 structures with the same formula, charge and spin: 0.0 kcal per mole
* gap between HOMO and LUMO: 9.21 eV
* SMILES: CN(CCC1CCOCC1)C(=O)C[C@H]1C(=O)NCCN1CC1CCCCC1
* max |F|: 0.6 eV/A
* net charge: 0
* LUMO level: 0.713 eV

Each line ends with the Mulliken charge.
Element x y z (Å)
C (-1.28, -1.28, -3.01)  -0.985
N (-1.59, -1.93, -1.76)  0.242
C (-0.67, -2.18, -0.80)  0.756
O (-0.97, -2.76, 0.23)  -0.719
C (0.75, -1.72, -1.09)  -0.909
H (0.73, -0.75, -1.57)  0.350
C (1.56, -1.67, 0.20)  -0.869
N (1.69, -0.32, 0.74)  0.843
C (2.08, -0.40, 2.13)  -0.677
C (3.13, -1.53, 2.39)  -0.726
N (3.70, -2.00, 1.15)  -0.059
C (2.96, -2.24, 0.04)  0.276
O (3.42, -2.75, -0.96)  -0.704
H (4.65, -2.34, 1.16)  0.276
H (2.63, -2.36, 2.91)  0.276
H (3.93, -1.17, 3.03)  0.393
H (2.48, 0.56, 2.44)  0.550
H (1.19, -0.61, 2.73)  0.194
C (2.54, 0.57, -0.04)  -2.326
H (3.57, 0.59, 0.34)  0.252
C (1.98, 2.00, -0.04)  1.151
C (2.93, 2.96, -0.74)  -1.134
C (2.37, 4.38, -0.73)  -0.705
C (1.00, 4.42, -1.39)  -0.814
C (0.04, 3.46, -0.70)  -0.904
C (0.61, 2.04, -0.72)  0.361
H (-0.06, 1.35, -0.21)  -0.670
H (0.71, 1.72, -1.76)  0.148
H (-0.93, 3.48, -1.19)  0.299
H (-0.10, 3.78, 0.34)  0.425
H (0.60, 5.44, -1.36)  0.409
H (1.10, 4.14, -2.44)  0.322
H (3.06, 5.05, -1.24)  0.392
H (2.28, 4.73, 0.31)  0.355
H (3.91, 2.95, -0.24)  0.389
H (3.08, 2.64, -1.77)  0.375
H (1.85, 2.32, 1.00)  0.353
H (2.59, 0.21, -1.07)  0.715
H (1.02, -2.27, 0.94)  0.787
H (1.23, -2.44, -1.77)  0.455
C (-2.99, -2.16, -1.47)  -1.329
H (-3.03, -2.83, -0.61)  0.389
C (-3.75, -0.86, -1.17)  -0.980
H (-3.77, -0.24, -2.06)  0.377
H (-4.78, -1.12, -0.91)  0.444
C (-3.13, -0.05, -0.03)  2.220
C (-3.21, -0.76, 1.33)  -0.666
H (-4.26, -0.98, 1.56)  0.272
H (-2.65, -1.69, 1.31)  0.399
C (-2.63, 0.14, 2.41)  -0.692
H (-2.75, -0.31, 3.40)  0.383
O (-3.29, 1.39, 2.49)  -0.484
C (-3.20, 2.09, 1.27)  -0.323
C (-3.81, 1.31, 0.11)  -0.964
H (-4.88, 1.17, 0.30)  0.302
H (-3.70, 1.89, -0.81)  0.398
H (-3.73, 3.04, 1.43)  0.386
H (-2.14, 2.31, 1.05)  0.179
H (-1.56, 0.30, 2.22)  0.303
H (-2.07, 0.12, -0.25)  -1.189
H (-3.46, -2.66, -2.33)  0.441
H (-0.38, -1.70, -3.46)  0.414
H (-1.15, -0.20, -2.89)  0.235
H (-2.11, -1.44, -3.71)  0.342

***

No. 3
Formula: C21H37Si
Source: the Open Molecules 2025 dataset
Level of theory: the ωB97M-V functional and the def2-TZVPD basis

Output
* multiplicity: 1
* E_tot: -1111.59565 Ha
* gap between HOMO and LUMO: 4.43 eV
* max |F|: 1.3 eV/A
* net charge: +1
* LUMO level: -5.924 eV

Each line ends with the Mulliken charge.
Element x y z (Å)
C (3.63, -2.34, -0.77)  -1.421
C (3.07, -1.68, -2.00)  -0.233
Si (2.33, 0.04, -1.75)  -0.570
C (3.68, 1.18, -1.07)  -0.419
C (4.87, 1.36, -1.98)  -1.321
C (1.72, 0.75, -3.40)  -0.098
C (1.88, -0.16, -4.60)  -1.416
C (0.88, -0.10, -0.52)  -0.294
C (-0.43, 0.36, -1.05)  0.791
C (-0.76, 1.81, -0.87)  -2.186
C (-1.27, -0.46, -1.70)  1.510
C (-2.53, 0.05, -2.32)  -1.663
C (-0.96, -1.91, -1.89)  -1.488
H (4.04, -3.33, -0.99)  0.405
H (4.43, -1.75, -0.32)  0.310
H (2.86, -2.48, 0.00)  0.286
H (3.84, -1.55, -2.77)  0.377
H (2.28, -2.28, -2.45)  0.344
H (3.20, 2.14, -0.85)  0.396
H (3.98, 0.76, -0.10)  0.366
H (5.64, 2.01, -1.55)  0.380
H (5.35, 0.40, -2.21)  0.298
H (4.58, 1.80, -2.94)  0.298
H (0.67, 1.03, -3.25)  0.236
H (2.26, 1.69, -3.54)  0.542
H (1.50, 0.29, -5.52)  0.421
H (2.93, -0.40, -4.77)  0.316
H (1.35, -1.10, -4.45)  0.258
H (0.83, -1.13, -0.17)  0.338
H (1.16, 0.50, 0.35)  0.152
H (0.03, 2.31, -0.31)  0.354
H (-0.84, 2.31, -1.84)  0.416
H (-1.69, 1.95, -0.33)  0.370
H (-3.06, -0.75, -2.83)  0.435
H (-3.20, 0.47, -1.57)  0.285
H (-2.31, 0.83, -3.06)  0.313
H (-1.77, -2.40, -2.44)  0.462
H (-0.04, -2.04, -2.46)  0.154
H (-0.86, -2.43, -0.94)  0.278
C (-1.26, 1.99, 2.86)  -1.442
C (-1.49, 0.60, 3.32)  1.421
C (-0.26, -0.19, 3.60)  -1.018
C (-2.77, 0.15, 3.69)  0.637
C (-3.05, -1.23, 3.94)  -0.299
C (-4.28, -1.64, 4.37)  -0.858
C (-5.30, -0.72, 4.58)  -0.262
C (-5.08, 0.62, 4.32)  -0.834
C (-3.86, 1.06, 3.87)  -0.192
H (-2.12, 2.40, 2.33)  0.409
H (-1.01, 2.64, 3.70)  0.432
H (-0.41, 2.01, 2.17)  0.243
H (-0.45, -1.26, 3.70)  0.319
H (0.48, -0.04, 2.81)  0.164
H (0.19, 0.16, 4.53)  0.363
H (-2.30, -1.98, 3.75)  0.280
H (-4.48, -2.69, 4.55)  0.409
H (-6.26, -1.05, 4.93)  0.436
H (-5.87, 1.33, 4.50)  0.406
H (-3.70, 2.11, 3.72)  0.400

***

No. 4
Formula: C21H38Br2ClF6NO5P
Source: the Open Molecules 2025 dataset
Level of theory: the ωB97M-V functional and the def2-TZVPD basis

Output
* multiplicity: 1
* E_tot: -7802.75856 Ha
* gap between HOMO and LUMO: 7.09 eV
* max |F|: 1.6 eV/A
* net charge: -1
* LUMO level: 2.482 eV

Each line ends with the Mulliken charge.
Element x y z (Å)
C (3.22, 2.53, 2.63)  -1.598
C (2.51, 1.56, 1.69)  -0.650
P (2.16, 2.06, -0.12)  1.596
C (1.15, 3.57, 0.51)  -1.554
Cl (4.03, 3.30, -0.24)  -0.424
C (1.89, 2.53, -1.97)  -1.291
N (1.82, 3.98, -2.23)  -0.412
O (0.79, 0.97, -0.08)  0.167
C (-0.51, 1.31, -0.40)  -1.306
C (-1.45, 1.37, 0.81)  0.896
C (-1.47, -0.02, 1.44)  -0.174
C (-2.83, 1.89, 0.40)  1.208
C (-3.86, 1.79, 1.54)  -1.545
C (-2.73, 3.35, -0.07)  -1.737
C (3.20, 0.44, -0.80)  -0.424
Br (2.20, -0.65, -2.07)  -0.234
C (4.42, -0.01, -0.52)  0.181
C (5.42, 0.60, 0.41)  -1.105
Br (5.17, -1.60, -1.30)  -0.296
H (3.10, 3.57, 2.34)  0.299
H (4.28, 2.35, 2.72)  0.327
H (2.81, 2.44, 3.64)  0.372
H (1.52, 1.35, 2.08)  0.188
H (3.03, 0.60, 1.70)  0.595
H (0.66, 3.33, 1.45)  0.484
H (1.80, 4.41, 0.70)  0.584
H (0.41, 3.92, -0.21)  0.283
H (1.02, 2.04, -2.39)  0.348
H (2.76, 2.12, -2.48)  0.569
H (2.58, 4.26, -2.83)  0.218
H (0.97, 4.19, -2.73)  0.228
H (-0.93, 0.52, -1.04)  0.267
H (-0.60, 2.22, -0.98)  0.205
H (-1.06, 2.07, 1.56)  0.007
H (-1.84, -0.76, 0.73)  -0.008
H (-2.07, -0.06, 2.35)  0.664
H (-0.46, -0.29, 1.71)  -0.881
H (-3.20, 1.32, -0.45)  -0.100
H (-4.66, 1.10, 1.31)  0.194
H (-4.32, 2.76, 1.72)  0.449
H (-3.40, 1.50, 2.48)  0.358
H (-2.16, 3.93, 0.65)  0.332
H (-3.72, 3.80, -0.13)  0.530
H (-2.28, 3.45, -1.05)  0.354
H (5.93, 1.42, -0.08)  0.273
H (6.18, -0.13, 0.66)  0.495
H (4.98, 0.95, 1.33)  0.041
C (-1.23, -3.83, -3.29)  -0.957
C (-2.69, -4.07, -3.56)  -0.295
O (-3.53, -3.40, -2.59)  -0.315
C (-3.74, -2.11, -2.79)  0.380
O (-3.36, -1.44, -3.70)  -0.557
C (-4.64, -1.57, -1.66)  0.964
F (-4.24, -2.00, -0.47)  -0.233
F (-5.90, -1.99, -1.86)  -0.304
F (-4.64, -0.25, -1.66)  -0.250
H (-0.97, -4.09, -2.27)  0.108
H (-0.62, -4.43, -3.97)  0.439
H (-0.97, -2.78, -3.44)  0.334
H (-2.94, -5.13, -3.44)  0.324
H (-2.98, -3.77, -4.56)  0.342
C (0.06, -2.05, 3.42)  -1.226
C (1.13, -2.25, 2.37)  0.674
O (1.10, -3.59, 1.83)  -0.384
C (0.18, -3.81, 0.91)  0.263
O (-0.67, -3.06, 0.53)  -0.379
C (0.38, -5.20, 0.27)  0.841
F (0.54, -6.17, 1.16)  -0.287
F (1.46, -5.17, -0.52)  -0.257
F (-0.67, -5.47, -0.49)  -0.234
H (0.16, -2.80, 4.21)  0.395
H (0.15, -1.06, 3.86)  0.369
H (-0.94, -2.15, 2.98)  0.236
H (2.12, -2.14, 2.79)  0.389
H (1.02, -1.54, 1.55)  -0.353